{
  "formula": "C50H47N3O2ReS3SbTe",
  "method": "ωB97M-V/def2-TZVPD",
  "charge": 3,
  "energy_ha": -4028.20847,
  "lumo_ev": [-9.161, -10.430],
  "multiplicity": 4,
  "gap_ev": [6.07, 4.74],
  "elements": ["Re", "N", "C", "N", "C", "N", "Te", "C", "C", "C", "C", "C", "C", "C", "C", "C", "C", "C", "C", "H", "H", "H", "H", "H", "H", "H", "H", "H", "H", "S", "Sb", "C", "C", "C", "C", "C", "C", "C", "C", "C", "C", "C", "C", "C", "C", "C", "C", "C", "C", "H", "H", "H", "H", "H", "H", "H", "H", "H", "H", "H", "H", "H", "H", "H", "O", "S", "C", "C", "C", "C", "C", "C", "C", "C", "C", "C", "C", "C", "C", "C", "H", "H", "H", "H", "H", "H", "H", "H", "H", "H", "H", "H", "H", "H", "O", "S", "C", "C", "C", "C", "H", "H", "H", "H", "H", "H", "H", "H"],
  "positions_angstrom": [[0.094835, -0.554375, 0.164636], [-0.683306, 1.188033, -0.378238], [-1.593951, 1.991802, -0.369733], [-2.627885, 2.754043, -0.233276], [-3.796609, 2.163321, -0.682907], [-4.765382, 1.604550, -1.071789], [2.239858, 0.128602, -1.219014], [3.297725, 1.926749, -0.727467], [2.990429, 2.760008, 0.356760], [3.702700, 3.900365, 0.596315], [4.700496, 4.354908, -0.275298], [4.936597, 3.600341, -1.439789], [4.245465, 2.419751, -1.670449], [3.878795, -1.076012, -0.513212], [4.170363, -1.119755, 0.841982], [5.252863, -1.849862, 1.266368], [5.932270, -2.696500, 0.427671], [5.567329, -2.754182, -0.913159], [4.569628, -1.928758, -1.392565], [2.160051, 2.505347, 1.015135], [3.429829, 4.527560, 1.450081], [5.314757, 5.225106, -0.045253], [5.650405, 3.965368, -2.193541], [4.425479, 1.864910, -2.592105], [3.616756, -0.534246, 1.532466], [5.506236, -1.724285, 2.301175], [6.788097, -3.280083, 0.755853], [6.043070, -3.432863, -1.571651], [4.375428, -1.892293, -2.446853], [-1.039505, -1.900417, -1.251181], [-2.113586, -1.550076, -3.458558], [-1.391191, -3.247446, -4.599216], [-0.932906, -3.017920, -5.879989], [-0.191610, -4.016698, -6.552668], [-0.049216, -5.246661, -5.979970], [-0.682217, -5.549880, -4.764300], [-1.333817, -4.554981, -4.094909], [-1.182448, 0.167588, -4.495997], [-1.930694, 1.329272, -4.497309], [-1.537768, 2.424870, -5.252096], [-0.388645, 2.364324, -6.045173], [0.277569, 1.169439, -6.121356], [-0.055845, 0.096934, -5.301189], [-4.190681, -1.525424, -2.994652], [-4.768505, -2.167975, -1.862988], [-6.157805, -2.193920, -1.693056], [-6.958899, -1.521339, -2.593644], [-6.397089, -0.781777, -3.614254], [-5.026693, -0.800228, -3.808477], [-0.964984, -2.040049, -6.336032], [0.261500, -3.794007, -7.499179], [0.642037, -5.935315, -6.471173], [-0.561787, -6.584664, -4.382705], [-1.778560, -4.780923, -3.118603], [-2.769583, 1.407695, -3.790942], [-2.140149, 3.341206, -5.221561], [-0.125798, 3.216818, -6.634968], [1.176754, 1.137936, -6.758745], [0.591996, -0.777807, -5.317414], [-4.095798, -2.621670, -1.096290], [-6.619060, -2.631458, -0.797126], [-8.050715, -1.475276, -2.354945], [-7.008029, -0.270241, -4.363615], [-4.699371, -0.136376, -4.606258], [-0.428966, -0.747886, 1.779133], [-0.113034, 2.001056, 3.338116], [-1.884674, 2.411438, 3.519265], [-2.031899, 3.907000, 3.427508], [-0.829797, 4.673052, 3.518782], [-0.936913, 6.016036, 3.468403], [-2.186592, 6.631933, 3.454595], [-3.338495, 5.917120, 3.351152], [-3.270716, 4.527300, 3.342434], [0.384443, 0.967955, 4.721364], [0.438946, 1.807062, 5.950951], [-0.599641, 1.623207, 6.900527], [-0.685595, 2.467356, 7.996950], [0.308767, 3.431484, 8.136652], [1.421839, 3.487513, 7.289990], [1.526684, 2.668602, 6.171029], [-2.162796, 1.979918, 4.486006], [-2.505144, 1.946272, 2.714375], [0.193896, 4.262778, 3.540086], [-0.026335, 6.615144, 3.461407], [-2.270045, 7.727395, 3.469697], [-4.275701, 6.429924, 3.226460], [-4.196266, 3.933493, 3.283442], [1.377834, 0.597657, 4.443834], [-0.233619, 0.056218, 4.808160], [-1.395424, 0.954356, 6.650072], [-1.494551, 2.338669, 8.716327], [0.276107, 4.178380, 8.950487], [2.165982, 4.296072, 7.460235], [2.344912, 2.768739, 5.436278], [1.126220, -2.551438, 1.077593], [0.219721, -3.757869, 0.972836], [0.796458, -4.759112, 2.447599], [1.107349, -6.096965, 1.866578], [1.791971, -5.885501, 0.458548], [1.337536, -4.644646, -0.228320], [-0.099921, -4.756785, 3.101233], [1.664740, -4.150789, 2.810985], [0.115667, -6.622325, 1.780147], [1.767595, -6.703500, 2.505376], [1.558698, -6.769899, -0.147317], [2.919522, -5.913898, 0.610829], [0.739839, -4.864897, -1.117036], [2.152220, -3.968694, -0.514384]],
  "atomic_forces_ev_per_a": [[-1.44, 0.04, 2.33], [-1.27, 1.41, -0.31], [-1.13, -0.63, 0.70], [1.41, -2.10, -0.90], [-1.48, -1.18, -0.85], [2.87, 1.78, 1.18], [2.67, 0.13, -0.21], [0.17, 1.66, -0.53], [-0.84, -1.59, -0.17], [0.64, 1.67, 0.18], [-0.06, -1.10, -0.28], [0.21, 0.63, 0.24], [-0.78, -1.08, 0.24], [-0.34, -1.02, -0.34], [-0.12, 0.49, -1.12], [-0.11, 0.02, 0.87], [0.54, -0.26, -0.65], [-0.35, 0.37, 0.69], [-0.53, 0.82, 0.17], [0.21, -0.03, 0.01], [0.17, -0.31, -0.20], [-0.39, -0.11, -0.14], [-0.34, -0.31, 0.46], [0.07, 0.12, 0.22], [-0.35, 0.47, 0.57], [0.32, -0.31, 0.35], [-0.24, 0.07, 0.16], [0.53, -0.43, -0.58], [-0.19, -0.13, -0.37], [-0.34, -0.81, -0.74], [0.94, 0.20, -0.68], [-0.47, -0.04, 0.21], [1.11, 0.23, -0.44], [-0.99, 0.93, 0.48], [0.57, -0.59, 0.09], [0.93, -1.08, -0.73], [-0.64, 0.34, 1.64], [-0.73, -0.74, 0.31], [-0.71, 0.49, 1.00], [-0.12, 0.60, 0.04], [-1.68, -0.10, 0.33], [1.63, -0.05, -0.01], [0.52, -0.80, -0.22], [-0.42, -0.18, 1.28], [1.16, -0.51, 0.25], [0.97, 0.12, 0.56], [-1.52, 0.50, 0.61], [-0.44, -0.45, -0.62], [-0.17, 1.03, -1.12], [-0.24, 0.05, -0.05], [0.08, 0.10, -0.28], [-0.53, -0.16, 0.24], [-0.36, 0.95, -0.02], [0.15, 0.08, -0.32], [0.08, 0.13, -0.60], [0.31, -0.41, 0.05], [0.29, 0.26, -0.26], [-0.53, -0.33, 0.39], [-0.25, 0.08, -0.03], [-0.72, 0.24, -0.72], [0.45, 0.00, -0.51], [1.04, -0.11, -0.64], [0.14, 0.03, 0.55], [0.42, -0.39, -0.04], [0.27, 0.63, -0.75], [-0.44, -0.55, -0.32], [-0.18, -0.39, -0.01], [1.45, 0.26, 0.66], [-0.88, -1.00, -0.47], [0.31, 1.78, 0.28], [0.59, 1.60, -0.29], [-0.36, -0.74, -0.11], [-0.23, -0.64, -0.10], [0.29, -1.38, -0.23], [-0.38, -0.64, 0.40], [0.51, 1.44, -0.70], [0.15, -0.53, -0.21], [0.63, 0.64, 0.74], [0.46, 1.02, -0.13], [-0.73, 0.48, 0.01], [-0.20, 0.16, -0.11], [0.78, -0.15, 0.46], [-0.80, 0.09, 0.14], [-0.31, 0.02, 0.12], [0.26, -0.52, -0.04], [-0.25, -0.01, 0.19], [0.54, 0.24, -0.03], [-0.08, 0.21, -0.13], [-0.05, 0.59, -0.06], [-0.27, -0.53, 0.14], [0.24, 0.26, -0.18], [-0.14, -0.63, -0.46], [-0.50, -0.87, -0.05], [-0.46, -0.14, 0.56], [0.04, 3.58, -0.55], [1.67, -1.75, -0.17], [-0.61, 1.50, -0.36], [-0.33, -0.84, -0.83], [1.42, -2.09, 1.16], [-1.34, -0.18, -0.29], [0.91, 0.02, 0.08], [-0.83, -0.58, -0.11], [1.09, 0.13, -0.17], [-0.40, 0.23, -0.13], [0.18, 0.18, 0.12], [-1.38, 0.25, -0.23], [0.07, 0.02, 0.03], [-0.46, 0.17, 0.41]]
}